Below is a 4-piece molecular cluster, C3H12O4 overall at a distorted geometry, with properties calculated with ωB97M-V with the def2-TZVPD basis set.

Last column: Mulliken charge in e.
Element x y z (Å)
C1 -2.2863 2.3232 0.9159  -0.912
C2 -1.4750 1.9974 -0.3945  -0.009
C3 -0.7800 0.7561 -0.3769  -0.392
O1 -0.0551 0.3551 -1.4927  -0.495
H1 -3.2754 2.6488 0.6614  0.321
H2 -1.6384 3.0258 1.5040  0.227
H3 -2.4010 1.3400 1.4706  0.269
H4 -1.6891 2.6302 -1.2889  0.348
H5 -0.9365 0.0728 0.4662  0.336
H6 0.8293 0.7853 -1.3117  0.320
H7 3.6684 1.0599 -0.2785  0.309
H8 3.5731 0.2063 -1.7609  0.300
O2 3.1790 0.5748 -0.9809  -0.612
H9 -1.0318 -2.2497 -0.7719  0.315
H10 -1.9196 -2.9851 0.0358  0.316
O3 -0.9581 -2.8549 0.0610  -0.632
H11 2.7449 -2.7159 1.4669  0.301
H12 1.8174 -3.5406 1.2435  0.278
O4 2.6343 -3.4294 0.8318  -0.589

Computed properties:
E_LUMO = 0.52 eV
electronic energy = -11493.1135 eV
energy relative to the best compared isomer or geometry (same formula, charge and spin) = 255.6 kJ/mol
SMILES string = C/C=C/O.O.O.O
HOMO energy = -8.8521 eV
total charge = 0

---

Below is a 2-piece molecular cluster, C3H12P2Si overall at a distorted geometry, with properties calculated with ωB97M-V with the def2-TZVPD basis set.

Last column: Mulliken charge in e.
Element x y z (Å)
C1 -0.4018 -0.0761 2.0523  -0.998
C2 1.2929 2.3287 -1.1487  -1.081
C3 -2.5162 -0.1551 -0.0777  -1.051
Si1 -0.5972 -0.2012 0.1534  0.254
P1 2.3154 -1.5707 -0.8284  -0.172
P2 0.2147 -2.0105 -1.0292  -0.118
H1 -1.3873 -0.0206 2.3334  0.342
H2 0.1461 -0.8318 2.6458  0.348
H3 0.1031 0.9043 2.2030  0.279
H4 0.7884 3.2019 -1.4317  0.405
H5 2.1999 2.2826 -0.4247  0.286
H6 1.4001 1.8408 -2.0720  0.390
H7 -3.0178 -0.0144 0.9520  0.267
H8 -2.7972 0.7806 -0.6855  0.297
H9 -2.9589 -0.9869 -0.5890  0.352
H10 2.5570 -1.9860 0.4887  0.059
H11 2.9087 -2.6915 -1.6218  0.088
H12 0.0362 -1.4365 -2.3069  0.055

Computed properties:
E_LUMO (alpha / beta) = 0.94 / -1.25 eV
expectation value of S² = 2.01
multiplicity = 3
electronic energy = -29755.8941 eV
energy relative to the best compared isomer or geometry (same formula, charge and spin) = 11.6 kJ/mol
HOMO energy (alpha / beta) = -6.4776 / -8.2312 eV
total charge = 0

---

Look up the total charge of the first one. 0